Entry from OMol25: 2 unconnected molecules or ions with the total composition C8H14 (wB97M-V/def2-TZVPD).

Atoms and positions in Å:
C 1.095855 -0.115551 -1.664845
C -0.306382 -1.796119 -1.015985
C 1.181828 -1.351000 -0.784013
C 0.086664 -0.368353 -0.676406
C 2.313532 -1.870783 0.110826
C -0.265747 2.231911 0.747659
C -2.376479 0.709871 0.770342
C -0.908151 0.895701 1.093938
H 1.727935 0.655898 -1.357430
H 0.873138 -0.319302 -2.692449
H -0.500956 -2.092516 -1.981911
H -0.734999 -2.531174 -0.235656
H 2.499772 -0.931966 0.746546
H 3.161786 -2.176039 -0.604733
H 1.820118 -2.743424 0.727232
H -0.783086 2.993686 1.161556
H -0.245655 2.546155 -0.218565
H 0.870778 2.240238 1.002632
H -2.967194 1.017509 1.581585
H -2.733517 -0.326937 0.802732
H -2.913111 1.271397 -0.042420
H -0.334334 0.407462 1.946246

Cartesian forces (eV/Å) of the 3 atoms listed first:
C 0.1 -1.3 -0.3
C 1.8 -0.2 3.2
C -1.3 -0.1 0.3

E_HOMO = -7.713 eV
Relative energy (zero: lowest compared OMol25 entry of this formula, charge and spin) = 157.8 kcal/mol
E = -312.96596 Ha
Frontier orbital gap = 8.44 eV

Atomic partial charges in e from the Mulliken method, atoms 1 to 6:
1 C -0.497
2 C -0.791
3 C 0.229
4 C 0.117
5 C -0.959
6 C -1.304

=====

Entry from OMol25: 6 unconnected molecules or ions with the total composition C8H18FN5O13 (wB97M-V/def2-TZVPD).

Atoms and positions in Å:
C 2.880638 -0.066737 -1.023924
N 3.367018 -0.628067 -2.348434
O 2.550618 -0.854907 -3.295934
O 4.596658 -0.808287 -2.495064
H 2.356738 -0.814577 -0.428624
H 2.100598 0.650413 -1.279514
H 3.755698 0.346963 -0.522714
C 1.308188 3.549273 3.112196
N 0.075378 4.385053 2.762456
O 0.166178 5.593973 2.778646
O -1.000262 3.824553 2.545476
H 1.026648 2.499733 3.026736
H 1.494058 3.710553 4.174056
H 2.148868 3.804933 2.467236
C -0.010312 2.756023 -1.132734
N 1.285178 3.395143 -0.640964
O 2.205158 2.733893 -0.190444
O 1.399158 4.599813 -0.716444
H -0.640272 2.442453 -0.300314
H 0.380398 1.942923 -1.744544
H -0.526892 3.427023 -1.819024
C -4.442822 -2.175447 -2.093674
N -3.524622 -3.218067 -2.595654
O -2.505002 -3.442337 -1.955784
O -3.620292 -3.675537 -3.738024
H -3.821022 -1.464457 -1.549654
H -5.221012 -2.532517 -1.419114
H -4.915932 -1.614557 -2.899694
C 1.464318 -3.434007 2.043636
N 1.072658 -3.510287 0.616606
O -0.071752 -3.960657 0.346246
O 1.901468 -3.077697 -0.174474
H 0.519108 -3.209247 2.537766
H 2.221148 -2.675457 2.243366
H 1.788268 -4.458637 2.226136
C -2.073442 -0.332417 0.631296
C -1.323672 -0.779687 -0.539164
O -0.050782 -0.303397 -0.154204
C 0.049958 -0.256487 1.189526
O 1.086178 -0.081297 1.754496
O -1.168662 -0.399547 1.714846
F -1.659902 0.040943 -1.560844
H -3.034172 -0.821817 0.791196
H -2.228032 0.731343 0.450686
H -1.361412 -1.838887 -0.793644

Cartesian forces (eV/Å) of the 3 atoms listed first:
C 0.5 0.1 -0.1
N -5.1 -0.5 -2.7
O 4.1 0.7 3.7

E_HOMO (spin up / spin down) = -13.083 / -13.083 eV
Relative energy (zero: lowest compared OMol25 entry of this formula, charge and spin) = 0.0 kcal/mol
E = -1666.49511 Ha
Multiplicity = 2
Frontier orbital gap (spin up / spin down) = 5.95 / 2.81 eV
Net charge = +1

Atomic partial charges in e from the Mulliken method, atoms 1 to 6:
1 C 0.090
2 N 0.928
3 O -0.300
4 O -0.063
5 H 0.081
6 H -0.197

=====

Entry from OMol25: C2H5NO2 in the gas phase (wB97M-V/def2-TZVPD).

Atoms and positions in Å:
O -0.569520 0.181103 1.960352
C -1.106101 0.488334 0.919263
N -0.655836 0.117907 -0.312396
C 0.487370 -0.696397 -0.500807
O 1.624230 0.118424 -0.955196
H -1.908695 1.239832 0.903296
H -1.166578 0.451322 -1.112644
H 0.846416 -0.972975 0.479597
H 0.482699 -1.518795 -1.201133
H 1.966015 0.591245 -0.180332

Cartesian forces (eV/Å) of the 3 atoms listed first:
O -0.2 -0.2 0.0
C 0.9 0.6 0.3
N -1.1 -0.4 -0.5

E_HOMO = -10.247 eV
Relative energy (zero: lowest compared OMol25 entry of this formula, charge and spin) = 20.4 kcal/mol
E = -284.43487 Ha
Frontier orbital gap = 11.07 eV

Atomic partial charges in e from the Mulliken method, atoms 1 to 6:
1 O -0.534
2 C 0.077
3 N -0.087
4 C -0.394
5 O -0.553
6 H 0.336

=====

Entry from OMol25: a molecular structure, C31H56BrCdN4OP3 (wB97M-V/def2-TZVPD).

Atoms and positions in Å:
C -2.580277 1.843419 5.175534
C -2.901901 0.532561 4.751189
C -4.188925 0.350125 4.203586
C -4.810628 1.482272 3.629106
N -4.282523 2.713554 3.713217
C -3.254336 2.921990 4.546409
C -1.881348 -0.494629 4.747233
C -0.991964 -1.247275 4.333512
C 0.070039 -1.846083 3.586516
C 1.105316 -0.980631 3.096095
C 2.009376 -1.473777 2.122359
C 1.438395 -2.543867 1.415235
C 0.722558 -3.588338 2.002974
C -0.042154 -3.190875 3.133290
Cd 1.226612 -1.333022 -0.349347
P -1.278862 0.997186 -0.420127
H -4.644492 -0.625261 4.129124
H -1.769376 2.022336 5.856651
H -5.739965 1.401105 3.045532
H -2.930575 3.964156 4.682613
H -0.735546 -3.896263 3.617588
H 1.155604 0.090829 3.337319
H 0.713697 -4.632421 1.642070
H 2.955536 -0.955760 1.881471
C -1.138342 1.870973 -2.066987
C -2.232054 2.819312 -2.534379
H -1.051550 1.040023 -2.785171
H -0.163562 2.385810 -2.077321
H -1.978128 3.194665 -3.538151
H -3.208660 2.332860 -2.620716
H -2.351882 3.694435 -1.889077
C -3.135071 0.899110 -0.182190
C -3.963293 2.098640 0.277841
H -3.248601 0.103527 0.573207
H -3.566227 0.507053 -1.119628
H -4.995423 1.769060 0.480774
H -3.598753 2.543862 1.211159
H -4.027820 2.897279 -0.472350
C -0.787290 2.360739 0.759248
C -1.065396 3.825469 0.436756
H 0.304370 2.230724 0.832053
H -1.206281 2.116138 1.748699
H -0.642670 4.467396 1.225032
H -0.605618 4.147417 -0.504865
H -2.132347 4.069754 0.378429
Br 2.394949 -3.325198 -1.249635
P -1.247619 -2.573663 -1.954976
C -2.682224 -1.798426 -2.788305
C -3.172112 -2.425902 -4.087478
H -2.401694 -0.748512 -2.972949
H -3.496798 -1.754211 -2.052742
H -4.055978 -1.873110 -4.434407
H -2.412509 -2.380320 -4.875649
H -3.468751 -3.472124 -3.953141
C -0.369943 -3.477861 -3.318992
C -0.659481 -4.966463 -3.477902
H 0.712833 -3.347520 -3.110882
H -0.586075 -2.931506 -4.249436
H 0.052367 -5.352516 -4.222522
H -0.511896 -5.529787 -2.542447
H -1.677328 -5.146003 -3.857080
C -1.840107 -3.854182 -0.791711
C -3.097578 -4.610390 -1.195087
H -1.978006 -3.339400 0.173036
H -0.998839 -4.541561 -0.623312
H -3.381702 -5.270942 -0.365406
H -3.950167 -3.955588 -1.407219
H -2.926093 -5.252676 -2.064963
C 4.492687 -0.922417 -1.584277
N 3.893193 0.421443 -1.586199
C 3.020542 0.655751 -2.780493
P 3.425080 1.105569 -0.138165
O 1.961944 0.754642 0.134720
N 4.403092 0.534340 1.106366
C 4.137942 0.900029 2.555566
C 5.859945 0.530911 0.852490
N 3.609374 2.738110 -0.247462
C 3.439707 3.554161 0.956851
C 3.820804 3.481836 -1.479541
H 4.087074 -1.487593 -2.430285
H 4.223297 -1.468646 -0.672770
H 5.585754 -0.857816 -1.643052
H 2.585599 -0.304425 -3.098389
H 2.182895 1.347621 -2.586693
H 3.622842 1.083558 -3.603066
H 3.179364 1.418618 2.736404
H 4.159883 -0.006175 3.190981
H 4.954533 1.560862 2.894925
H 6.295871 -0.368023 1.311203
H 6.078096 0.538549 -0.218488
H 6.326633 1.411459 1.319096
H 3.893775 4.533892 0.771780
H 2.366390 3.684814 1.185608
H 3.940801 3.101923 1.828063
H 4.277884 4.439504 -1.214926
H 4.491445 2.961562 -2.170959
H 2.868642 3.698227 -1.977596

Cartesian forces (eV/Å) of the 3 atoms listed first:
C -0.2 0.4 -1.4
C -0.4 0.6 1.0
C 0.3 0.7 -0.9

E_HOMO (spin up / spin down) = -12.855 / -12.850 eV
E = -5274.19599 Ha
Frontier orbital gap (spin up / spin down) = 3.86 / 3.84 eV
Net charge = +2

Atomic partial charges in e from the Mulliken method, atoms 1 to 6:
1 C -0.473
2 C 0.719
3 C -0.489
4 C -0.342
5 N -0.531
6 C -0.374